{
  "formula": "C9H20N5O3PtS3",
  "method": "the ωB97M-V functional and the def2-TZVPD basis",
  "charge": -1,
  "molar_mass_g_mol": 537.57,
  "homo_energy_ev": -3.80,
  "de_lowest_ev": 2.697,
  "lumo_ev": 2.416,
  "elements": ["Pt", "N", "N", "C", "O", "O", "H", "H", "H", "S", "C", "N", "C", "C", "S", "H", "H", "H", "H", "H", "O", "C", "N", "C", "C", "S", "N", "C", "C", "H", "H", "H", "H", "H", "H", "H", "H", "H", "H", "H", "H"],
  "xyz": [[0.11, 0.00, -0.17], [-0.75, -0.67, 1.58], [-0.07, -0.40, 2.79], [1.16, 0.28, 2.92], [1.53, 0.37, 4.11], [1.70, 0.67, 1.87], [-1.67, -0.24, 1.66], [-0.77, -1.68, 1.40], [-0.48, -0.75, 3.64], [1.31, 0.50, -2.04], [2.76, 0.36, -1.00], [2.86, -0.58, -0.14], [4.11, -0.65, 0.58], [4.68, 0.78, 0.57], [4.09, 1.51, -1.00], [1.89, -1.29, -0.06], [4.76, -1.38, 0.08], [3.94, -0.96, 1.61], [5.76, 0.82, 0.64], [4.20, 1.34, 1.36], [0.97, -1.79, -0.19], [-1.23, 1.96, -3.76], [-1.29, 2.62, -2.46], [-0.36, 3.72, -2.30], [-1.81, 1.99, -1.38], [-1.11, 2.18, 0.16], [-2.94, 1.27, -1.63], [-3.39, 0.26, -0.71], [-3.95, 1.76, -2.55], [-0.19, 1.72, -3.98], [-1.62, 2.61, -4.55], [-1.79, 1.03, -3.73], [-0.42, 4.34, -3.19], [0.66, 3.35, -2.17], [-0.62, 4.30, -1.42], [-2.52, -0.25, -0.31], [-3.99, -0.47, -1.27], [-4.00, 0.68, 0.10], [-3.59, 2.63, -3.08], [-4.85, 2.04, -1.99], [-4.23, 0.99, -3.28]]
}

{
  "formula": "C9H20NS",
  "method": "the ωB97M-V functional and the def2-TZVPD basis",
  "charge": 1,
  "molar_mass_g_mol": 174.33,
  "homo_energy_ev": -12.29,
  "de_lowest_ev": 1.058,
  "lumo_ev": -2.828,
  "elements": ["C", "C", "C", "C", "C", "C", "C", "C", "C", "N", "S", "H", "H", "H", "H", "H", "H", "H", "H", "H", "H", "H", "H", "H", "H", "H", "H", "H", "H", "H", "H"],
  "xyz": [[-0.29, 0.43, -2.69], [-0.75, -0.12, -1.33], [-2.29, -0.18, -1.36], [1.54, -0.72, -0.57], [1.21, 2.23, 0.27], [1.54, 0.94, 2.43], [-0.51, -2.55, 0.72], [0.08, -0.46, -0.33], [0.73, 1.59, 1.34], [-0.56, -1.10, 0.90], [-0.98, 1.67, 1.94], [-0.83, -0.11, -3.45], [-0.64, 1.53, -2.67], [-2.69, -0.71, -0.36], [-2.76, -0.70, -2.29], [-2.65, 0.80, -1.20], [1.66, -1.42, -1.43], [2.14, -1.03, 0.24], [1.97, 0.37, -0.74], [0.47, 2.86, -0.32], [2.23, 1.90, 0.10], [0.82, 0.32, -2.81], [1.77, 1.84, 3.09], [0.97, 0.36, 3.17], [2.57, 0.62, 2.00], [-0.60, -2.68, -0.34], [0.41, -3.15, 0.96], [-1.34, -2.99, 1.25], [-1.46, -0.72, 0.88], [-0.10, -0.92, 1.80], [-1.67, 2.08, 0.81]]
}

{
  "formula": "C9H20O4S",
  "method": "the ωB97M-V functional and the def2-TZVPD basis",
  "charge": 0,
  "molar_mass_g_mol": 224.32,
  "homo_energy_ev": -10.66,
  "smiles": "CCCCCCCCCOS(=O)(=O)O",
  "de_lowest_ev": 0.881,
  "lumo_ev": 0.366,
  "elements": ["C", "C", "C", "C", "C", "C", "C", "C", "C", "O", "S", "O", "O", "O", "H", "H", "H", "H", "H", "H", "H", "H", "H", "H", "H", "H", "H", "H", "H", "H", "H", "H", "H", "H"],
  "xyz": [[-1.51, -1.90, -1.05], [-2.72, -0.95, -0.95], [-2.32, 0.41, -0.38], [-1.91, 0.24, 1.07], [-1.58, 1.53, 1.79], [-0.31, 2.25, 1.27], [1.06, 1.49, 1.41], [1.45, 0.73, 0.12], [2.77, 0.09, 0.38], [3.36, -0.61, -0.78], [2.49, -1.71, -1.53], [1.99, -2.57, -0.46], [1.59, -1.14, -2.52], [3.72, -2.47, -2.28], [-1.88, -2.86, -1.40], [-0.88, -2.02, -0.14], [-0.87, -1.46, -1.93], [-3.54, -1.37, -0.34], [-3.14, -0.87, -2.02], [-3.16, 1.10, -0.46], [-1.50, 0.90, -0.88], [-1.13, -0.45, 1.25], [-2.84, -0.14, 1.63], [-1.36, 1.26, 2.84], [-2.43, 2.22, 1.76], [-0.55, 2.53, 0.21], [-0.25, 3.19, 1.85], [1.90, 2.19, 1.57], [1.09, 0.78, 2.27], [1.55, 1.55, -0.64], [0.70, -0.06, -0.21], [3.56, 0.82, 0.57], [2.66, -0.68, 1.10], [4.01, -2.03, -3.13]]
}

{
  "formula": "C9H20P",
  "method": "the ωB97M-V functional and the def2-TZVPD basis",
  "charge": 1,
  "molar_mass_g_mol": 159.23,
  "homo_energy_ev": [-11.37, -11.81],
  "de_lowest_ev": 2.944,
  "lumo_ev": [-5.190, -4.894],
  "elements": ["C", "C", "C", "C", "C", "C", "C", "C", "C", "P", "H", "H", "H", "H", "H", "H", "H", "H", "H", "H", "H", "H", "H", "H", "H", "H", "H", "H", "H", "H"],
  "xyz": [[-0.84, -1.57, 1.33], [1.25, -0.63, -0.17], [0.21, 0.35, -0.65], [2.19, -0.15, 0.92], [1.55, -1.86, -0.79], [-0.40, -0.19, -1.97], [0.64, 1.78, -0.73], [-0.83, 1.15, 1.94], [-2.69, 0.29, -0.11], [-1.04, -0.06, 0.59], [-0.93, -2.65, 0.83], [-0.27, -1.57, 2.33], [3.26, -0.12, 0.33], [2.40, -0.98, 1.63], [1.74, 0.62, 1.48], [2.09, -2.40, -0.01], [2.35, -1.79, -1.55], [0.78, -2.50, -1.32], [-1.14, -1.00, -1.83], [0.35, -0.59, -2.64], [-0.81, 0.63, -2.63], [1.39, 2.03, 0.07], [-0.35, 2.40, -0.71], [1.09, 1.87, -1.72], [-0.06, 0.80, 2.49], [-1.81, 1.14, 2.61], [-0.45, 2.23, 1.72], [-3.36, 0.47, 0.73], [-2.97, -0.60, -0.51], [-2.84, 1.11, -0.82]]
}

{
  "formula": "C9H21AlB2Cl7F4Li2O9S",
  "method": "the ωB97M-V functional and the def2-TZVPD basis",
  "charge": 1,
  "molar_mass_g_mol": 691.98,
  "homo_energy_ev": -9.84,
  "lumo_ev": -8.190,
  "elements": ["C", "O", "B", "O", "B", "S", "C", "F", "F", "C", "F", "F", "H", "H", "H", "H", "H", "H", "Li", "O", "Cl", "O", "O", "O", "Cl", "Li", "C", "Cl", "Cl", "Cl", "H", "Al", "C", "Cl", "Cl", "H", "H", "C", "C", "C", "O", "H", "H", "H", "H", "H", "H", "H", "H", "C", "O", "H", "H", "H", "O", "H"],
  "xyz": [[0.45, 4.56, 0.55], [0.31, 5.23, -0.73], [-0.97, 5.17, -1.16], [-1.45, 6.25, -1.96], [-2.01, 3.89, -0.89], [-1.82, 2.38, -2.01], [-3.21, 3.80, 0.20], [-4.08, 2.75, -0.27], [-2.79, 3.44, 1.41], [-4.13, 5.07, 0.32], [-4.96, 4.86, 1.37], [-4.95, 5.23, -0.75], [1.49, 4.72, 0.89], [0.34, 3.45, 0.49], [-0.20, 5.00, 1.34], [-1.96, 6.86, -1.41], [-1.23, 1.47, -1.16], [-3.59, 6.03, 0.58], [-4.51, 0.87, -1.27], [-1.47, 2.32, 4.31], [-0.28, 2.97, 3.83], [0.77, 2.86, 4.80], [-0.57, 4.38, 3.58], [0.14, 2.35, 2.58], [-5.05, 1.86, 1.49], [0.11, 2.02, -3.49], [-0.25, -1.60, -0.88], [1.16, -2.02, 0.09], [0.24, -0.64, -2.31], [-1.13, -3.03, -1.37], [-0.91, -0.98, -0.27], [-3.96, 8.00, 0.54], [2.90, -2.64, 3.74], [1.56, -1.49, 3.68], [4.25, -2.10, 2.74], [3.24, -2.73, 4.77], [2.56, -3.60, 3.38], [5.31, -4.10, 0.11], [4.37, -5.19, -0.40], [4.10, -5.02, -1.89], [3.14, -5.13, 0.32], [4.87, -3.11, -0.03], [5.49, -4.23, 1.18], [6.27, -4.14, -0.41], [4.81, -6.17, -0.22], [3.62, -4.06, -2.09], [3.42, -5.80, -2.24], [5.02, -5.08, -2.47], [2.75, -4.26, 0.16], [-0.99, -6.43, -2.12], [-2.10, -5.73, -2.10], [-0.08, -5.91, -2.50], [-0.64, -6.85, -1.16], [-1.00, -7.34, -2.78], [-5.81, 0.80, -3.79], [-6.60, 0.76, -4.33]]
}

{
  "formula": "C9H21Cl4F4N4O7S",
  "method": "the ωB97M-V functional and the def2-TZVPD basis",
  "charge": -1,
  "molar_mass_g_mol": 547.16,
  "homo_energy_ev": -2.15,
  "lumo_ev": -0.365,
  "elements": ["C", "C", "N", "N", "C", "N", "N", "H", "H", "H", "H", "H", "H", "H", "H", "H", "H", "H", "C", "F", "F", "F", "S", "O", "O", "O", "F", "C", "O", "C", "O", "O", "C", "H", "H", "H", "H", "H", "H", "C", "O", "H", "H", "H", "H", "C", "Cl", "Cl", "Cl", "Cl"],
  "xyz": [[1.75, 1.04, 3.96], [0.17, 0.63, 3.87], [-0.32, 0.24, 2.49], [0.48, -0.71, 1.88], [0.55, -2.00, 2.69], [-0.54, -2.54, 3.59], [1.72, -2.77, 2.62], [2.50, 0.18, 3.66], [2.01, 2.07, 3.41], [1.97, 1.26, 5.11], [-0.45, 1.61, 4.18], [-0.08, -0.18, 4.71], [-0.50, 1.07, 1.87], [-0.06, -0.99, 1.01], [-0.11, -2.90, 4.48], [-1.24, -1.82, 3.86], [1.71, -3.76, 2.99], [2.60, -2.44, 2.15], [-0.86, 5.55, 1.66], [-0.25, 5.92, 0.49], [0.16, 5.23, 2.52], [-1.43, 6.69, 2.16], [-2.09, 4.16, 1.43], [-1.31, 3.03, 0.89], [-3.09, 4.67, 0.48], [-2.64, 3.89, 2.76], [1.71, 5.81, 0.81], [-1.85, -3.27, 0.31], [-1.93, -3.95, -0.95], [-1.51, -3.21, -2.01], [-1.10, -2.06, -1.96], [-1.64, -3.97, -3.12], [-1.24, -3.32, -4.33], [-2.21, -3.95, 1.08], [-0.82, -3.00, 0.53], [-2.50, -2.38, 0.30], [-0.18, -3.05, -4.28], [-1.85, -2.43, -4.51], [-1.38, -4.01, -5.16], [0.09, -6.47, -6.67], [-0.53, -5.24, -7.01], [0.32, -6.46, -5.60], [-0.59, -7.29, -6.88], [1.01, -6.59, -7.24], [-0.72, -5.28, -7.96], [3.25, 8.60, -1.26], [3.77, 9.74, -2.53], [1.48, 8.62, -1.13], [3.80, 6.96, -1.68], [3.97, 9.09, 0.30]]
}